# 1
Below is a 2-piece molecular cluster, C2H6S overall, with properties calculated with ωB97M-V/def2-TZVPD.

Net charge: 0
2S+1: 1
SMILES: C=C.S
Relative energy (zero: lowest compared OMol25 entry of this formula, charge and spin): 23.8 kcal per mole
E_LUMO: 0.03734 Eh
Total energy: -13005.362 eV

Cartesian coordinates (Å):
1 C -1.31548 -1.57027 0.21328
2 C -2.19383 -0.85846 -0.46864
3 H -1.26496 -1.51975 1.29501
4 H -0.57033 -2.21752 -0.22201
5 H -2.82415 -0.14259 0.04081
6 H -2.40299 -1.00157 -1.51939
7 S 1.56681 1.14719 0.18951
8 H 1.94610 1.28106 -1.07629
9 H 1.27081 -0.12885 0.01763

Results of the natural (NBO) charge analysis, in e, for atoms 1 through 5: -0.395 -0.374 0.192 0.189 0.193


# 2
Below is a 2-piece molecular cluster, CH5IN3S overall at a distorted geometry, with properties calculated with ωB97M-V/def2-TZVPD.

Net charge: +1
2S+1: 1
Relative energy (zero: lowest compared OMol25 entry of this formula, charge and spin): 38.0 kcal per mole
E_LUMO: -0.19044 Eh
Total energy: -24515.040 eV

Cartesian coordinates (Å):
1 C -0.19472 -0.57053 -0.21023
2 N -1.05059 -0.08800 0.72461
3 N 0.71505 0.31166 -0.64131
4 N 0.57283 1.64171 -0.34092
5 S 0.12988 -2.18892 -0.70029
6 I -1.58951 -3.42188 0.37868
7 H -0.68003 0.87022 1.05360
8 H -1.72983 -0.54153 1.27426
9 H 1.27784 -0.07496 -1.31471
10 H 1.04331 2.31297 -0.98951
11 H 1.50577 1.74926 0.76581

Results of the natural (NBO) charge analysis, in e, for atoms 1 through 5: 0.316 -0.750 -0.392 -0.624 0.169


# 3
Below is one molecule with the formula H2S at a distorted geometry, with properties calculated with ωB97M-V/def2-TZVPD.

Net charge: 0
2S+1: 1
SMILES: S
Relative energy (zero: lowest compared OMol25 entry of this formula, charge and spin): 3.2 kcal per mole
E_LUMO: 0.03950 Eh
Total energy: -10867.377 eV

Cartesian coordinates (Å):
1 S 0.00000 0.63989 0.00000
2 H 0.86306 -0.29495 0.00000
3 H -0.86306 -0.34495 0.00000

For reference, the natural (NBO) charges in units of e are: -0.257 0.124 0.133


# 4
Below is C9H14O as an isolated structure at a distorted geometry, with properties calculated with ωB97M-V/def2-TZVPD.

Net charge: 0
2S+1: 1
Relative energy (zero: lowest compared OMol25 entry of this formula, charge and spin): 83.0 kcal per mole
E_LUMO: 0.03325 Eh
Total energy: -11604.038 eV

Cartesian coordinates (Å):
1 C 0.74531 -2.47103 0.89544
2 C -0.04906 -1.58621 -0.02102
3 C -0.91452 -0.48088 0.45233
4 C -1.94485 -1.45455 0.18164
5 O 0.34017 -1.48833 -1.26087
6 H -0.82099 -0.14075 1.47781
7 H 0.68874 -3.51168 0.56747
8 H 0.38435 -2.39304 1.91834
9 H 1.79479 -2.17087 0.86164
10 H -2.57088 -1.79422 0.99460
11 H -2.28085 -1.69227 -0.81583
12 C 1.68015 1.40675 0.25225
13 C 0.25131 1.80063 0.00111
14 C -0.63242 0.78677 -0.66051
15 C -0.23857 2.96529 0.41992
16 C -0.09145 0.07224 -1.82673
17 H -1.62573 1.18899 -0.84837
18 H 2.20940 1.19363 -0.68769
19 H 2.21779 2.19057 0.78677
20 H 1.72771 0.48970 0.84230
21 H 0.36059 3.66023 0.98961
22 H -1.28607 3.21503 0.30977
23 H 0.86643 0.38724 -2.22747
24 H -0.81136 -0.17323 -2.60247

Results of the natural (NBO) charge analysis, in e, for atoms 1 through 5: -0.644 0.387 -0.244 -0.549 -0.537


# 5
Below is C6H7NS as an isolated structure at a distorted geometry, with properties calculated with ωB97M-V/def2-TZVPD.

Net charge: 0
2S+1: 1
Relative energy (zero: lowest compared OMol25 entry of this formula, charge and spin): 195.0 kcal per mole
E_LUMO: 0.00881 Eh
Total energy: -18652.293 eV

Cartesian coordinates (Å):
1 C -2.82711 0.10797 0.31136
2 C -1.23106 0.03693 0.34832
3 C 0.84257 0.22301 -1.05506
4 C -2.07524 1.21635 -0.22758
5 C 1.56311 -1.03375 -0.44302
6 C 2.42537 -0.23690 0.51848
7 N -2.02654 -0.99994 0.08878
8 S 1.89067 1.32740 -0.30296
9 H -3.34827 0.16299 1.20670
10 H -1.64597 1.21803 -1.27500
11 H -2.06614 2.16950 0.21047
12 H 1.05929 -1.90155 -0.04302
13 H 1.95093 -1.60655 -1.24596
14 H 2.01726 -0.37795 1.53052
15 H 3.47114 -0.30553 0.37796

Results of the natural (NBO) charge analysis, in e, for atoms 1 through 5: -0.022 0.153 -0.217 -0.464 -0.574